Record 1
A molecular structure, C30H57N7O2SSeSiY. Source: the Open Molecules 2025 dataset; level of theory: ωB97M-V/def2-TZVPD.

```
100
C30H57N7O2SSeSiY, DFT ωB97M-V/def2-TZVPD
Y -0.0590 -0.6212 -0.6834
C 2.4059 -1.8843 -2.5434
C 2.4693 -3.0133 -1.5200
N 1.4562 -2.8257 -0.4714
C 0.6972 -4.0268 -0.1047
C -0.3002 -4.4482 -1.1756
S -1.4145 -3.1026 -1.6895
C -1.0417 -2.9201 -3.4459
C 0.4240 -2.6790 -3.7547
N 1.0173 -1.6179 -2.9275
H 3.0400 -2.1368 -3.4040
H 2.8109 -0.9689 -2.1015
H 3.4773 -3.0446 -1.0968
H 2.3141 -3.9813 -1.9989
H 1.9232 -2.4931 0.3601
H 0.1503 -3.7791 0.8046
H 1.3580 -4.8759 0.1159
H -0.9099 -5.2612 -0.7796
H 0.1917 -4.8435 -2.0633
H -1.6435 -2.0564 -3.7393
H -1.4081 -3.7806 -4.0078
H 0.5284 -2.4428 -4.8202
H 0.9919 -3.5965 -3.6010
H 0.9853 -0.7378 -3.4377
C 1.8746 1.5711 -3.6034
N 0.6062 1.4469 -2.8906
C 0.2333 2.7733 -2.3883
C -0.4467 1.0445 -3.8556
C -1.7813 0.9403 -3.1683
C -2.9028 1.5212 -3.7517
C -4.1335 1.4514 -3.1089
C -4.2166 0.8113 -1.8796
C -3.0794 0.2408 -1.3170
C -1.8215 0.2742 -1.9427
H 1.8028 2.3084 -4.4150
H 2.1622 0.6157 -4.0483
H 2.6754 1.8895 -2.9275
H 0.2079 3.5049 -3.2079
H 0.9431 3.1132 -1.6368
H -0.7525 2.7232 -1.9332
H -0.1628 0.0907 -4.3251
H -0.4852 1.7752 -4.6785
H -2.8184 2.0398 -4.6998
H -5.0098 1.8987 -3.5583
H -5.1663 0.7473 -1.3635
H -3.1875 -0.2567 -0.3575
C -1.4846 -4.7859 2.5902
Si -2.4381 -3.1689 2.6440
C -4.1263 -3.4045 1.8709
C -2.5689 -2.5920 4.4207
Se -1.3873 -1.5167 1.5287
H -1.9547 -5.5079 3.2579
H -0.4540 -4.6534 2.9218
H -1.4764 -5.2245 1.5925
H -4.6923 -4.1992 2.3570
H -4.0180 -3.6580 0.8147
H -4.7067 -2.4841 1.9324
H -3.0212 -3.3519 5.0583
H -3.1683 -1.6850 4.4912
H -1.5744 -2.3684 4.8097
O 0.3632 3.4960 1.1842
C -0.5803 2.6067 0.9855
O -0.3827 1.5797 0.3692
C -1.9467 2.9855 1.5625
N -1.8255 4.2968 2.2317
C -2.0918 4.1245 3.6785
C -1.8636 2.6370 3.9212
C -2.3975 1.9959 2.6438
H -2.6323 3.0038 0.7106
H -2.4252 4.9945 1.8138
H -0.1313 4.2165 1.6872
H -3.1238 4.3967 3.9175
H -1.4281 4.7620 4.2631
H -2.3733 2.2849 4.8151
H -0.7976 2.4259 4.0430
H -3.4881 1.9680 2.6649
H -2.0419 0.9848 2.4578
C 3.8144 3.5904 0.3828
C 3.7604 2.7474 -0.8746
N 2.9804 1.5504 -0.6184
C 2.7943 0.9758 0.6041
N 2.0455 -0.1022 0.6597
C 2.1184 -0.8149 1.9394
C 1.9795 0.1613 3.0911
C 3.1685 1.0991 3.0350
N 3.4151 1.5437 1.6643
C 4.2978 2.6962 1.5099
H 2.8199 3.9671 0.6196
H 4.4896 4.4344 0.2486
H 4.7772 2.4703 -1.1766
H 3.3112 3.2875 -1.7087
H 2.3764 1.2004 -1.3493
H 3.0807 -1.3447 2.0225
H 1.3165 -1.5521 1.9857
H 1.9482 -0.3453 4.0552
H 1.0416 0.7069 2.9655
H 4.0654 0.5985 3.4172
H 3.0061 1.9906 3.6470
H 5.3255 2.3640 1.3226
H 4.2993 3.2291 2.4610
```

Results
**Maximum force**: 0.8 eV/A
**Energy relative to the best compared isomer or geometry (same formula, charge and spin)**: 8.0 kcal per mole
**Gap between HOMO and LUMO**: 8.2 eV
**LUMO energy**: -1.64 eV
**Charge**: +1

Löwdin atomic charge list, values in e, 5 entries: number 1, Y, carries 1.155; number 2, C, carries -0.201; number 3, C, carries -0.174; number 4, N, carries -0.124; number 5, C, carries -0.284

=====

Record 2
9 unconnected molecules or ions with the total composition C30H58N2O16S6. Source: the Open Molecules 2025 dataset; level of theory: ωB97M-V/def2-TZVPD.

```
112
C30H58N2O16S6, DFT ωB97M-V/def2-TZVPD
N -0.6543 -0.1102 0.1462
H -0.0236 -0.2804 0.9166
H -0.7856 -0.9774 -0.3545
H -0.2228 0.5022 -0.5311
H -1.5486 0.3243 0.3242
N 0.9183 1.0517 3.7049
H 1.6004 1.2982 3.0020
H -0.0579 0.9420 3.4704
H 1.0558 1.6510 4.5062
H 1.1015 0.0979 3.9823
C 0.9298 -3.4822 5.2581
C 0.8167 -2.2296 4.5151
C 0.2055 -2.3006 3.0400
O 0.1972 -1.3111 2.3259
C -0.3924 -3.5505 2.6323
C -0.3214 -4.6867 3.3803
C 0.4120 -4.6075 4.7238
O 0.7125 -5.6818 5.4394
O -0.9526 -5.7163 2.9071
O 1.3244 -1.1628 4.8907
H 1.5164 -3.3654 6.1573
H -0.9097 -3.6047 1.6858
C 0.2064 1.8167 -5.1483
C 1.3177 0.7415 -5.0671
C 1.5799 0.4787 -3.5269
S 1.2264 1.9936 -2.6024
O 2.4604 2.6450 -2.2409
O 0.2343 1.6412 -1.6254
C 0.4827 2.8445 -4.0845
H -0.7986 1.4575 -4.9268
H 0.1719 2.2483 -6.1486
H 2.2295 1.1840 -5.4683
H 1.1930 -0.1700 -5.6516
H 2.5033 0.0117 -3.1843
H 0.8088 -0.2131 -3.1879
H 1.2154 3.5554 -4.4666
H -0.3395 3.4602 -3.7199
C 5.9172 -0.1257 1.1717
C 5.8787 0.7780 -0.0849
C 4.6233 1.7261 0.0683
S 3.3189 0.7906 0.9942
O 2.1415 0.4064 0.1976
O 2.9973 1.5389 2.2339
C 4.4473 -0.6062 1.3484
H 6.1920 0.5128 2.0113
H 6.6663 -0.9118 1.2665
H 5.8239 0.2296 -1.0253
H 6.7609 1.3993 -0.2393
H 4.1609 2.0911 -0.8489
H 4.9619 2.6112 0.6069
H 4.1987 -1.3171 0.5604
H 4.1269 -1.2943 2.1306
C -3.8918 1.7230 -3.6056
C -3.3192 2.9691 -2.8952
C -4.0124 3.0936 -1.4974
S -4.2178 1.3854 -0.9306
O -5.6135 1.2844 -0.5420
O -3.1669 1.1353 0.0838
C -3.9184 0.5829 -2.5924
H -3.2409 1.4832 -4.4465
H -4.8692 1.8552 -4.0696
H -3.4477 3.9134 -3.4244
H -2.2480 2.7890 -2.8047
H -5.0042 3.5193 -1.6497
H -3.5175 3.6925 -0.7328
H -4.6274 -0.1945 -2.8772
H -2.9218 0.1484 -2.5150
C 0.8202 5.7699 2.6644
C 2.0908 5.1726 1.9641
C 1.6662 4.6650 0.5736
S 0.0915 3.7911 0.8794
O 0.3695 2.4495 1.3886
O -0.8836 4.0112 -0.2073
C -0.3242 4.7776 2.3399
H 0.6960 6.7034 2.1156
H 0.8920 6.0638 3.7116
H 2.5066 4.2872 2.4449
H 2.8507 5.9488 2.0543
H 2.2850 3.9218 0.0707
H 1.4525 5.4765 -0.1221
H -0.3724 4.0382 3.1394
H -1.3134 5.1553 2.0814
C -5.5654 -2.5780 2.2685
C -6.3988 -2.1789 1.0275
C -5.8810 -3.0465 -0.1684
S -4.0252 -3.1431 0.0330
O -3.3645 -2.0707 -0.6710
O -3.5538 -4.5027 -0.1134
C -4.0550 -2.6849 1.8652
H -5.8148 -3.5608 2.6685
H -5.7315 -1.9076 3.1117
H -6.1726 -1.1232 0.8779
H -7.4570 -2.4171 1.1350
H -6.0155 -2.6621 -1.1794
H -6.2286 -4.0781 -0.1118
H -3.5148 -1.7440 1.9702
H -3.4399 -3.4289 2.3713
C 3.1600 -4.1817 -0.8708
C 3.1160 -3.2416 -2.0592
C 1.6867 -3.3314 -2.7477
S 0.5253 -3.6393 -1.3169
O -0.1922 -4.9256 -1.4735
O -0.2241 -2.4253 -1.1635
C 1.7922 -3.9291 -0.0637
H 4.0654 -4.0407 -0.2804
H 3.2475 -5.2095 -1.2230
H 4.0081 -3.4320 -2.6558
H 3.2598 -2.1766 -1.8767
H 1.6501 -4.2872 -3.2703
H 1.3639 -2.4580 -3.3144
H 1.3732 -4.5554 0.7240
H 1.9467 -2.9764 0.4431
```

Results
**Maximum force**: 7.3 eV/A
**Gap between HOMO and LUMO**: 4.8 eV
**LUMO energy**: -0.45 eV

Löwdin atomic charge list, values in e, 5 entries: number 1, N, carries 0.277; number 2, H, carries 0.048; number 3, H, carries 0.055; number 4, H, carries 0.026; number 5, H, carries 0.066

=====

Record 3
2 unconnected molecules or ions with the total composition C30H58NO5. Source: the Open Molecules 2025 dataset; level of theory: ωB97M-V/def2-TZVPD.

```
94
C30H58NO5, DFT ωB97M-V/def2-TZVPD
C 1.3308 1.8073 -7.8015
C -0.1490 1.4221 -7.6677
C -0.9058 2.3097 -6.6784
C -0.4514 2.2054 -5.2144
C -0.0971 0.8066 -4.7132
C -1.2501 -0.2085 -4.6736
C -2.5999 0.3450 -4.2181
C -2.5935 0.8010 -2.7613
C -3.7663 1.7103 -2.4121
C -3.8201 2.0724 -0.9189
C -3.4125 3.5159 -0.5959
C -2.7522 3.6492 0.7738
C -1.3113 3.1054 0.8250
C -0.2662 4.1360 1.2802
C -0.0353 4.1639 2.7987
C 1.1550 3.3273 3.2587
C 1.1093 1.8613 2.8265
C 2.4657 1.1544 2.9887
C 2.8404 0.0664 1.9562
C 2.2761 0.2998 0.5467
C 0.9083 -0.3687 0.5723
O 0.0411 -0.2050 -0.2406
N 0.8155 -1.2075 1.7031
C 2.2033 -1.3102 2.2371
C 2.2791 -1.8602 3.6490
C 2.3237 -3.3858 3.7406
C 1.2399 -4.1173 2.9452
C 1.0155 -5.5695 3.3919
C -0.4194 -6.0907 3.1966
C -0.5528 -7.2218 2.1719
O -1.8021 -7.2196 1.5061
C -1.8990 -6.3377 0.4066
H 1.4883 2.5159 -8.6156
H 1.9627 0.9387 -7.9934
H 1.7042 2.2726 -6.8876
H -0.6335 1.5055 -8.6436
H -0.2403 0.3747 -7.3752
H -1.9769 2.0997 -6.7504
H -0.7797 3.3482 -7.0047
H -1.2408 2.6182 -4.5786
H 0.4148 2.8544 -5.0587
H 0.7061 0.4050 -5.3384
H 0.3241 0.8906 -3.7090
H -1.3641 -0.6893 -5.6499
H -0.9694 -1.0031 -3.9746
H -3.3596 -0.4320 -4.3497
H -2.9128 1.1749 -4.8609
H -1.6553 1.3220 -2.5412
H -2.5956 -0.0700 -2.0992
H -3.6690 2.6283 -3.0034
H -4.7047 1.2456 -2.7300
H -3.1572 1.3974 -0.3685
H -4.8246 1.8895 -0.5290
H -2.7123 3.8697 -1.3626
H -4.2850 4.1727 -0.6563
H -3.3720 3.1070 1.4966
H -2.7637 4.6965 1.0876
H -1.0336 2.7167 -0.1605
H -1.2782 2.2449 1.4961
H -0.5859 5.1268 0.9448
H 0.6885 3.9395 0.7822
H -0.9439 3.8298 3.3139
H 0.1291 5.1953 3.1236
H 2.0806 3.7830 2.8936
H 1.2199 3.3696 4.3497
H 0.3575 1.3608 3.4508
H 0.7411 1.7962 1.8004
H 3.2717 1.8853 3.0365
H 2.4895 0.6741 3.9673
H 3.9282 -0.0111 1.9435
H 2.1468 1.3424 0.2568
H 2.8893 -0.1902 -0.2159
H 0.1950 -0.7558 2.3735
H 2.7032 -2.0040 1.5448
H 3.1663 -1.4379 4.1255
H 1.4258 -1.4930 4.2316
H 3.3168 -3.7182 3.4181
H 2.2339 -3.6700 4.7927
H 1.5061 -4.1109 1.8838
H 0.3012 -3.5611 3.0144
H 1.3116 -5.6742 4.4382
H 1.6985 -6.2174 2.8301
H -1.0631 -5.2780 2.8490
H -0.8356 -6.4190 4.1508
H 0.2592 -7.1416 1.4366
H -0.4696 -8.2035 2.6422
H -2.7368 -5.6499 0.5364
H -0.9877 -5.7433 0.2922
H -2.0542 -6.9166 -0.5085
C 4.3002 0.9192 5.9099
O 4.3232 -0.3114 5.6728
O 3.7842 1.2561 7.1973
O 4.6307 1.8791 5.2155
H 3.5879 0.3984 7.5875
```

Results
**Maximum force**: 0.8 eV/A
**Energy relative to the best compared isomer or geometry (same formula, charge and spin)**: 0.0 kcal per mole
**Gap between HOMO and LUMO**: 7.3 eV
**LUMO energy**: 2.39 eV
**Charge**: -1

Löwdin atomic charge list, values in e, 5 entries: number 1, C, carries -0.107; number 2, C, carries -0.266; number 3, C, carries -0.216; number 4, C, carries -0.215; number 5, C, carries -0.208